Record 1
DFT (wB97M-V/def2-TZVPD) results for a molecular structure, C4H11N3 in a non-equilibrium geometry.

Structure (XYZ):
```
18
Properties=species:S:1:pos:R:3:forces:R:3
C 1.245 1.143 0.613 -0.5 0.0 0.1
C 1.023 -0.286 0.187 2.3 -0.1 -1.3
N 0.784 -0.363 -1.303 0.6 -0.1 0.2
N 1.653 -1.216 0.810 -1.2 0.5 0.0
H 0.946 -1.299 -1.657 0.3 0.2 -0.1
H 1.239 0.365 -1.854 0.4 -0.4 0.3
H 1.558 -2.128 0.370 0.1 0.1 -0.3
H 2.198 1.492 0.201 -0.1 -0.2 0.0
H 1.307 1.187 1.699 0.0 0.0 -0.1
H 0.446 1.801 0.271 0.0 -0.1 0.1
N -1.704 0.611 1.093 0.3 0.5 0.1
C -1.247 -0.457 0.260 -1.4 -0.3 -1.5
C -1.184 -0.275 -1.130 -1.5 0.0 2.3
H -2.710 0.723 1.102 0.1 -0.1 0.2
H -1.354 0.536 2.041 -0.2 0.0 -0.1
H -1.381 -1.472 0.629 0.1 -0.1 0.0
H -1.432 -1.079 -1.814 0.5 -0.1 0.0
H -1.388 0.715 -1.519 0.2 0.1 0.0
```
Positions in Å, forces in eV/Å.

Calculated values
lowest unoccupied orbital energy = 0.828 eV
frontier orbital gap = 0.2828 Ha
F_max = 0.0536 Eh/bohr
2S+1 = 1
HOMO = -6.9 eV
electronic energy = -8793.1780 eV
energy above the lowest of the compared OMol25 structures with the same formula, charge and spin = 102.4 kcal/mol

Mulliken atomic charge list, values in e, 4 entries: number 1, C, carries -1.37; number 2, C, carries 0.68; number 3, N, carries -0.46; number 4, N, carries -0.71

=====

Record 2
DFT (wB97M-V/def2-TZVPD) results for CH3IO3S in the gas phase in a non-equilibrium geometry.

Structure (XYZ):
```
9
Properties=species:S:1:pos:R:3:forces:R:3
C -0.162 0.214 -0.132 2.9 -0.2 2.3
O -1.846 -2.028 -0.384 0.2 -0.2 -0.4
O -3.554 -0.596 -1.464 -1.3 0.7 -2.2
O -1.328 0.357 -0.804 -2.3 0.1 -3.5
S -2.473 -0.743 -0.584 1.2 -1.2 2.4
I -3.265 0.166 2.146 -0.3 0.3 0.9
H -0.245 1.017 0.556 0.7 0.7 1.3
H 0.824 0.405 -0.661 -1.6 -0.7 -0.2
H -0.161 -0.728 0.449 0.5 0.4 -0.5
```
Positions in Å, forces in eV/Å.

Calculated values
lowest unoccupied orbital energy (spin up / spin down) = 0.513 / -3.955 eV
frontier orbital gap (spin up / spin down) = 0.3298 / 0.2443 Ha
F_max = 0.0817 Eh/bohr
2S+1 = 3
HOMO (spin up / spin down) = -8.5 / -10.6 eV
⟨S²⟩ = 2.01
electronic energy = -26160.3678 eV
energy above the lowest of the compared OMol25 structures with the same formula, charge and spin = 0.0 kcal/mol

Mulliken atomic charge list, values in e, 4 entries: number 1, C, carries -0.60; number 2, O, carries -0.51; number 3, O, carries -0.48; number 4, O, carries -0.20